[1]
DFT (ωB97M-V/def2-TZVPD) results for C2H3BeO2 as an isolated structure.

Calculated values
* HOMO energy (spin up / spin down): -8.48 / -8.52 eV
* <S²>: 0.769
* 2S+1: 2
* gap between HOMO and LUMO (spin up / spin down): 0.263 / 0.253 Ha

Positions of all 8 atoms, in Å:
O -1.836 -2.426 -0.795
C 0.328 -1.170 0.566
O 0.701 -0.047 0.879
C 0.386 1.173 0.099
H 1.347 1.562 -0.244
H -0.271 0.892 -0.730
H -0.099 1.851 0.804
Be -0.556 -1.836 -0.579

[2]
DFT (ωB97M-V/def2-TZVPD) results for C2H3BiO3 as an isolated structure.

Calculated values
* HOMO energy: -20.61 eV
* total charge: +2
* gap between HOMO and LUMO: 0.242 Ha

Positions of all 9 atoms, in Å:
O -0.119 -1.561 -1.423
Bi 0.722 -0.308 -2.791
O -0.281 -0.601 0.534
C 0.452 -0.872 -0.518
O 1.549 -0.309 -0.770
C -0.543 0.672 1.112
H -0.047 0.663 2.087
H -0.108 1.505 0.552
H -1.625 0.811 1.218

[3]
DFT (ωB97M-V/def2-TZVPD) results for a 2-piece molecular cluster, C2H3Br4P overall.

Calculated values
* HOMO energy: -9.65 eV
* SMILES: BrP(Br)Br.C=CBr
* gap between HOMO and LUMO: 0.346 Ha

Positions of all 10 atoms, in Å:
Br -1.283 -4.040 -0.964
P -1.091 -4.136 1.245
Br -1.357 -6.316 1.593
Br 1.110 -3.918 1.481
C -0.170 -0.151 -0.288
C -0.271 0.300 0.945
Br -1.543 -0.390 2.169
H 0.577 0.237 -0.960
H -0.829 -0.908 -0.685
H 0.366 1.055 1.376

[4]
DFT (ωB97M-V/def2-TZVPD) results for C2H3BrClF as an isolated structure.

Calculated values
* HOMO energy: -10.43 eV
* gap between HOMO and LUMO: 0.407 Ha

Positions of all 8 atoms, in Å:
C -0.842 0.211 0.138
C 0.626 -0.266 -0.163
F 0.721 -0.217 -1.490
Cl 1.073 -1.835 0.463
Br 1.996 0.916 0.620
H -1.568 -0.430 0.569
H -0.769 1.157 0.710
H -1.238 0.463 -0.846

[5]
DFT (ωB97M-V/def2-TZVPD) results for C2H3BrClNO as an isolated structure.

Calculated values
* HOMO energy: -9.20 eV
* gap between HOMO and LUMO: 0.345 Ha

Positions of all 9 atoms, in Å:
C -0.510 -0.344 0.208
C -0.648 0.886 -0.490
N 1.179 -0.847 -0.001
O -1.240 -1.032 0.859
Cl 1.318 -2.510 0.494
Br 1.872 0.386 1.050
H 0.039 1.569 -0.051
H -1.702 1.137 -0.551
H -0.306 0.757 -1.517

[6]
DFT (ωB97M-V/def2-TZVPD) results for one molecule with the formula C2H3BrClP.

Calculated values
* HOMO energy: -9.43 eV
* SMILES: [H]/P=C(\Br)CCl
* gap between HOMO and LUMO: 0.322 Ha

Positions of all 8 atoms, in Å:
H -1.010 -2.193 1.005
P -0.447 -1.730 -0.076
C -0.262 -0.141 0.392
Br -0.527 0.467 2.154
C 0.256 0.725 -0.660
Cl 2.078 0.914 -0.551
H -0.248 1.786 -0.585
H 0.160 0.173 -1.679

[7]
DFT (ωB97M-V/def2-TZVPD) results for one molecule with the formula C2H3BrClP.

Calculated values
* HOMO energy (spin up / spin down): -8.30 / -8.10 eV
* gap between HOMO and LUMO (spin up / spin down): 0.278 / 0.277 Ha

Positions of all 8 atoms, in Å:
C -0.083 0.151 1.939
C 0.274 0.552 -1.896
P -0.599 -1.310 2.459
Cl -1.021 -0.512 -2.294
Br 0.312 0.956 0.472
H 1.141 -0.149 -2.167
H 0.324 1.561 -2.378
H -0.348 -1.248 3.866

[8]
DFT (ωB97M-V/def2-TZVPD) results for a 2-piece molecular cluster, C2H3BrF2S overall.

Calculated values
* HOMO energy: -9.23 eV
* SMILES: FC(F)Br.C=S
* gap between HOMO and LUMO: 0.315 Ha

Positions of all 9 atoms, in Å:
F 1.174 -0.535 -1.271
C 1.573 -0.744 -0.050
F 1.712 0.457 0.572
Br 3.437 -1.363 -0.288
H 0.860 -1.440 0.545
C -2.207 1.027 0.130
S -1.655 -0.235 0.906
H -3.307 1.205 -0.013
H -1.587 1.628 -0.530

[9]
DFT (ωB97M-V/def2-TZVPD) results for a 2-piece molecular cluster, C2H3BrI2O overall.

Calculated values
* HOMO energy (spin up / spin down): -7.28 / -8.75 eV
* gap between HOMO and LUMO (spin up / spin down): 0.214 / 0.320 Ha

Positions of all 9 atoms, in Å:
C -1.423 -0.030 -0.715
C 1.553 0.460 0.415
O -1.572 -0.529 0.475
Br 2.290 2.282 0.452
I -1.205 -1.239 -2.384
I 0.904 -0.504 2.217
H -1.110 1.080 -0.870
H 2.529 -0.083 -0.027
H -1.966 -1.436 0.438

[10]
DFT (ωB97M-V/def2-TZVPD) results for an isolated ion of composition C2H3BrIN4 and charge +1.

Calculated values
* HOMO energy: -13.42 eV
* SMILES: BrNc1nc[nH][n+]1I
* total charge: +1
* gap between HOMO and LUMO: 0.300 Ha

Positions of all 11 atoms, in Å:
Br -2.211 -2.518 0.289
N -0.851 -1.446 0.882
C -0.357 -0.470 0.133
N -0.747 -0.160 -1.118
C -0.012 0.889 -1.460
N 0.858 1.223 -0.497
N 0.646 0.346 0.539
I 1.681 0.375 2.273
H -0.500 -1.613 1.815
H -0.063 1.421 -2.404
H 1.555 1.953 -0.451

[11]
DFT (ωB97M-V/def2-TZVPD) results for one molecule with the formula C2H3BrN2O.

Calculated values
* HOMO energy: -9.32 eV
* SMILES: [H]/N=N/[C@H](Br)C=O
* gap between HOMO and LUMO: 0.354 Ha

Positions of all 9 atoms, in Å:
H -1.535 1.900 -1.101
N -1.204 1.308 -0.326
N 0.026 1.120 -0.458
C 0.597 0.242 0.456
Br 2.488 0.053 0.155
C -0.127 -1.384 -0.007
O -1.198 -1.413 -0.478
H 0.375 0.353 1.517
H 0.577 -2.178 0.243

[12]
DFT (ωB97M-V/def2-TZVPD) results for C2H3BrN2O2 as an isolated structure.

Calculated values
* HOMO energy: -8.87 eV
* gap between HOMO and LUMO: 0.346 Ha

Positions of all 10 atoms, in Å:
C -0.547 0.392 0.826
C 0.781 0.303 0.982
N -1.283 0.277 -0.357
N 0.588 -0.833 -1.060
O 1.584 -0.069 -0.563
O -0.497 0.038 -1.509
Br 1.823 0.830 2.374
H -1.269 0.658 1.637
H -2.002 -0.339 -0.359
H 0.823 -1.258 -1.971

[13]
DFT (ωB97M-V/def2-TZVPD) results for one molecule with the formula C2H3BrN2O2.

Calculated values
* HOMO energy: -10.89 eV
* SMILES: C/C(Br)=N/[N+](=O)[O-]
* gap between HOMO and LUMO: 0.399 Ha

Positions of all 10 atoms, in Å:
C -0.216 -1.668 0.567
C -0.177 -0.173 0.127
Br -1.454 -0.203 -1.347
N 0.567 0.853 0.342
N 0.626 2.043 -0.311
O -0.188 2.886 0.039
O 1.496 2.039 -1.161
H 0.291 -2.150 -0.292
H -1.290 -1.822 0.629
H 0.346 -1.804 1.408

[14]
DFT (ωB97M-V/def2-TZVPD) results for one molecule with the formula C2H3BrN4.

Calculated values
* HOMO energy: -9.71 eV
* SMILES: [H]/N=C(\NBr)NC#N
* gap between HOMO and LUMO: 0.354 Ha

Positions of all 10 atoms, in Å:
H -1.809 1.072 1.205
N -1.433 0.984 0.335
C -0.338 0.468 0.157
N 0.851 -0.004 1.457
Br 0.839 -1.836 1.777
N 0.336 0.051 -0.929
C 0.117 -0.278 -2.202
N -0.205 -0.558 -3.271
H 0.376 0.200 2.302
H 1.267 -0.099 -0.830

[15]
DFT (ωB97M-V/def2-TZVPD) results for one molecule with the formula C2H3BrO2.

Calculated values
* HOMO energy: -10.67 eV
* SMILES: BrCC1OO1
* gap between HOMO and LUMO: 0.421 Ha

Positions of all 8 atoms, in Å:
Br 0.341 -1.128 1.990
C 0.679 -0.348 0.357
C -0.479 0.489 -0.280
O -0.403 1.126 -1.451
O -1.191 -0.044 -1.286
H 1.574 0.336 0.454
H 0.864 -1.082 -0.405
H -1.386 0.652 0.621

[16]
DFT (ωB97M-V/def2-TZVPD) results for one molecule with the formula C2H3BrO2.

Calculated values
* HOMO energy (spin up / spin down): -9.73 / -9.74 eV
* gap between HOMO and LUMO (spin up / spin down): 0.342 / 0.342 Ha

Positions of all 8 atoms, in Å:
C 0.638 -0.803 0.228
C -0.357 -0.046 -0.546
O 1.678 -0.973 -0.356
O 2.554 -1.797 -0.081
Br -2.216 -0.659 -0.185
H 0.262 -1.481 1.013
H -0.257 -0.150 -1.651
H -0.451 0.954 -0.148

[17]
DFT (ωB97M-V/def2-TZVPD) results for one molecule with the formula C2H3BrO3S.

Calculated values
* HOMO energy: -10.78 eV
* SMILES: CS(=O)(=O)C(=O)Br
* gap between HOMO and LUMO: 0.365 Ha

Positions of all 10 atoms, in Å:
C -0.177 -0.096 -0.907
S 1.664 -0.312 -0.816
O 2.064 -0.097 -2.150
O 2.170 0.411 0.295
C 1.940 -2.046 -0.426
O 1.246 -2.721 0.221
Br 3.777 -2.561 -1.495
H -0.407 -1.115 -1.237
H -0.916 0.174 -0.052
H -0.174 0.619 -1.665

[18]
DFT (ωB97M-V/def2-TZVPD) results for one molecule with the formula C2H3BrS.

Calculated values
* HOMO energy: -9.20 eV
* SMILES: CC(=S)Br
* gap between HOMO and LUMO: 0.302 Ha

Positions of all 7 atoms, in Å:
C 0.036 -0.549 0.471
C 0.169 0.667 -0.436
S 0.232 2.207 0.222
Br -0.541 0.325 -2.248
H -0.965 -0.880 0.560
H 0.536 -0.331 1.533
H 0.533 -1.440 -0.103

[19]
DFT (ωB97M-V/def2-TZVPD) results for a 2-piece molecular cluster, C2H3BrS overall.

Calculated values
* HOMO energy: -9.75 eV
* SMILES: C#CBr.S
* gap between HOMO and LUMO: 0.380 Ha

Positions of all 7 atoms, in Å:
C -0.997 -1.474 -0.723
C -0.487 -0.893 -1.650
Br 0.187 -0.310 -3.235
H -1.339 -1.655 0.264
S 0.923 2.009 1.516
H 0.790 0.704 1.092
H 0.922 1.619 2.737

[20]
DFT (ωB97M-V/def2-TZVPD) results for one molecule with the formula C2H3BrSi.

Calculated values
* HOMO energy: -9.75 eV
* SMILES: [SiH3]C#CBr
* gap between HOMO and LUMO: 0.381 Ha

Positions of all 7 atoms, in Å:
Si 1.039 -0.561 0.054
C -0.573 0.418 0.195
C -1.739 0.746 0.103
Br -3.186 1.741 -0.001
H 0.652 -1.977 -0.326
H 2.212 -0.695 1.132
H 1.595 0.328 -1.157

Result set for energy above the lowest of the compared OMol25 structures with the same formula, charge and spin: 1.420 0.513 0.126 0.232 3.036 0.576 4.780 0.836 0.528 0.000 0.622 3.067 0.636 1.958 4.998 5.809 0.909 0.469 1.998 1.686 eV, one per record in the order listed.
Result set for max |F|: 5.27 7.43 0.26 2.24 4.79 3.16 2.90 2.18 3.88 0.64 3.33 4.40 4.85 4.19 7.18 5.24 3.39 3.84 1.98 1.94 eV/Å, one per record in the order listed.